# 1
20
Properties=species:S:1:pos:R:3:nbo_charge:R:1 method="wB97M-V/def2-TZVPD" smiles="CCCN=[S@](C)(=O)OSBr" total_charge=0 lumo_energy_ev=0.061 e_homo_ev=-8.7 multiplicity=1 orbital_gap_ev=8.73 total_energy_ha=-3733.90416
C -1.586 -0.463 1.776 -0.62
C -0.497 1.559 -2.101 -0.86
C -0.100 -0.735 2.186 -0.42
C 0.882 -0.643 1.137 -0.23
N 0.615 0.339 0.050 -0.90
O 1.013 -0.634 -2.394 -0.88
O -1.251 -0.919 -1.332 -0.90
S 2.141 0.372 -2.880 0.48
S -0.159 0.021 -1.188 2.15
Br 3.612 0.149 -1.320 -0.10
H -1.832 0.633 1.612 0.21
H -1.727 -1.090 0.892 0.23
H -2.216 -0.680 2.717 0.22
H 0.278 2.246 -1.751 0.27
H -0.477 1.391 -3.209 0.26
H -1.548 2.021 -1.990 0.27
H 0.034 -1.694 2.649 0.21
H 0.077 0.026 2.895 0.19
H 1.927 -0.231 1.541 0.23
H 0.815 -1.670 0.713 0.20

---

# 2
66
Properties=species:S:1:pos:R:3:nbo_charge:R:1 method="wB97M-V/def2-TZVPD" total_charge=-2 lumo_energy_ev=3.939 e_homo_ev=-2.4 multiplicity=1 orbital_gap_ev=6.37 total_energy_ha=-15733.04303
Ti -0.626 1.288 -0.335 1.13
Se 1.236 0.264 5.280 -0.91
Sb 1.599 2.563 4.626 0.76
Se -1.352 2.731 1.575 -0.19
Se 0.889 2.481 1.216 -0.21
Se 3.951 3.068 4.778 -0.86
N -2.998 1.937 -2.726 -0.59
C -3.497 1.408 -1.547 0.45
N -4.763 1.084 -1.351 -0.39
N -4.794 0.652 -0.075 -0.12
N -3.622 0.725 0.456 -0.14
N -2.760 1.197 -0.464 -0.44
C -1.935 2.822 -2.681 0.47
N -1.759 3.800 -3.546 -0.40
N -0.630 4.416 -3.120 -0.11
N -0.162 3.847 -2.072 -0.08
N -0.968 2.798 -1.758 -0.50
H -3.709 2.197 -3.390 0.41
C 2.806 -2.017 2.578 -0.41
N 3.098 -0.818 1.822 -0.37
C 3.664 0.335 2.334 -0.06
C 3.759 1.219 1.326 -0.09
N 3.220 0.599 0.198 -0.43
C 2.847 -0.686 0.499 0.29
S 2.333 -1.886 -0.558 -0.32
C 3.060 1.179 -1.082 0.41
C 4.187 1.590 -1.772 -0.26
C 4.021 2.100 -3.051 -0.16
C 2.747 2.130 -3.591 -0.25
C 1.686 1.697 -2.811 0.10
N 1.826 1.276 -1.559 -0.42
H 3.481 -2.822 2.286 0.20
H 1.781 -2.320 2.370 0.24
H 2.904 -1.778 3.635 0.23
H 3.893 0.457 3.380 0.27
H 4.056 2.252 1.332 0.25
H 5.159 1.478 -1.313 0.22
H 4.877 2.440 -3.622 0.21
H 2.557 2.493 -4.591 0.22
H 0.680 1.694 -3.204 0.22
C -2.615 0.316 3.718 -0.97
As -2.014 -1.118 2.596 1.52
C -1.250 -2.377 3.839 -0.98
C -3.596 -2.032 1.977 -0.98
S -0.486 -0.867 1.142 -0.55
H -3.233 -0.152 4.488 0.22
H -3.187 1.024 3.128 0.27
H -1.741 0.786 4.167 0.28
H -1.984 -2.647 4.599 0.22
H -0.390 -1.894 4.303 0.28
H -0.937 -3.261 3.285 0.24
H -4.092 -2.481 2.839 0.21
H -3.285 -2.805 1.276 0.25
H -4.249 -1.325 1.473 0.28
F -0.835 -5.195 -3.526 -0.31
C -0.819 -3.914 -3.113 0.23
C -1.758 -3.454 -2.213 0.26
F -2.698 -4.294 -1.751 -0.31
C -1.746 -2.136 -1.791 0.28
F -2.722 -1.742 -0.970 -0.29
C -0.770 -1.226 -2.215 0.25
O -0.700 0.009 -1.802 -0.76
C 0.143 -1.722 -3.161 0.33
F 1.063 -0.901 -3.676 -0.31
C 0.128 -3.030 -3.595 0.25
F 1.033 -3.455 -4.490 -0.31

---

# 3
80
Properties=species:S:1:pos:R:3:lowdin_charge:R:1 method="wB97M-V/def2-TZVPD" total_charge=0 lumo_energy_ev="-0.200 / -0.320" e_homo_ev="-7.0 / -7.0" multiplicity=1 orbital_gap_ev="6.79 / 6.64" total_energy_ha=-5379.06737
Pd -0.197 -1.111 -0.262 0.68
C 2.070 3.449 1.600 -0.03
C 2.428 4.361 0.453 -0.21
C 3.374 5.361 0.675 -0.05
C 3.690 6.305 -0.286 -0.09
C 3.049 6.267 -1.515 -0.09
C 2.133 5.266 -1.774 -0.02
C 1.828 4.297 -0.817 -0.21
N 0.874 3.319 -1.171 0.12
C 0.919 1.966 -0.883 -0.37
N 2.178 1.479 -0.821 0.15
C 2.665 0.237 -0.372 -0.20
C 1.853 -0.750 0.183 -0.13
C 2.466 -1.891 0.697 -0.17
C 3.839 -2.064 0.645 -0.09
C 4.624 -1.086 0.056 -0.06
C 4.059 0.073 -0.451 -0.22
C 4.935 1.131 -1.078 -0.04
N -0.138 1.232 -0.802 0.10
C -1.423 1.808 -0.902 -0.28
C -1.832 2.872 -0.091 -0.06
C -3.111 3.393 -0.198 -0.09
C -4.002 2.853 -1.112 -0.09
C -3.611 1.778 -1.896 -0.05
C -2.334 1.239 -1.808 -0.25
C -1.915 0.077 -2.662 -0.06
H 2.084 4.012 2.533 0.08
H 2.783 2.629 1.702 0.09
H 1.081 3.007 1.488 0.07
H 3.853 5.407 1.646 0.11
H 4.414 7.080 -0.071 0.10
H 3.276 7.001 -2.276 0.10
H 1.641 5.210 -2.739 0.11
H 0.054 3.637 -1.659 0.14
H 2.888 2.152 -1.051 0.11
H 1.865 -2.672 1.147 0.07
H 4.295 -2.962 1.045 0.10
H 5.698 -1.216 -0.006 0.11
H 5.957 0.764 -1.142 0.08
H 4.950 2.050 -0.483 0.08
H 4.600 1.376 -2.089 0.09
H -1.145 3.278 0.642 0.11
H -3.408 4.225 0.428 0.10
H -4.998 3.266 -1.213 0.10
H -4.312 1.344 -2.599 0.11
H -2.778 -0.420 -3.103 0.08
H -1.355 -0.654 -2.055 0.00
H -1.239 0.405 -3.455 0.09
C -4.188 -3.628 1.643 -0.52
C -4.479 -2.231 1.090 -0.48
S -3.077 -1.281 0.379 0.88
C -2.666 -0.095 1.688 -0.52
C -1.984 -0.692 2.904 -0.52
S -0.460 -1.612 2.511 0.88
C -1.011 -3.319 2.150 -0.53
C -1.798 -4.058 3.216 -0.50
S -3.580 -3.669 3.363 0.86
H -3.489 -4.178 1.013 0.06
H -5.124 -4.186 1.674 0.07
H -4.953 -1.600 1.842 0.08
H -5.168 -2.329 0.249 0.07
H -3.572 0.445 1.976 0.09
H -1.990 0.596 1.193 0.03
H -2.643 -1.353 3.451 0.01
H -1.663 0.108 3.574 0.08
H -0.063 -3.840 1.995 0.08
H -1.534 -3.317 1.202 -0.01
H -1.405 -3.857 4.214 0.07
H -1.727 -5.131 3.029 0.07
Br 0.062 -7.656 -1.727 0.68
C -0.092 -5.754 -1.590 -0.70
C 1.044 -4.968 -1.627 -0.14
C 0.914 -3.591 -1.478 -0.14
C -0.329 -2.985 -1.257 -0.22
C -1.453 -3.811 -1.299 -0.17
C -1.346 -5.189 -1.465 -0.15
H 2.020 -5.417 -1.761 0.10
H 1.809 -2.985 -1.541 0.08
H -2.446 -3.383 -1.226 0.06
H -2.230 -5.814 -1.483 0.09